No. 1
# C20H24BrF9N6O3Re

A molecular structure, C20H24BrF9N6O3Re (ωB97M-V/def2-TZVPD, the OMol25 dataset).

```
64
Properties=species:S:1:pos:R:3:nbo_charge:R:1
Re -0.186 0.007 0.102 1.49
C 3.912 -0.073 1.419 -0.70
C 2.438 -0.021 1.271 0.37
N 1.837 -0.025 0.104 -0.24
O 2.654 -0.236 -1.007 -0.54
C 1.564 0.053 2.410 0.06
C 1.996 0.183 3.830 -0.67
N 0.273 0.015 2.095 0.04
O -0.635 0.044 2.954 -0.44
H 4.387 -0.460 0.527 0.27
H 4.185 -0.668 2.290 0.26
H 4.278 0.945 1.594 0.28
H 2.749 0.646 -1.401 0.49
H 2.979 0.646 3.900 0.24
H 2.033 -0.791 4.328 0.25
H 1.274 0.795 4.366 0.27
Br -2.123 1.118 -2.331 0.19
C -3.094 0.472 -0.860 0.16
C -4.463 0.561 -0.854 -0.25
C -5.136 0.048 0.246 -0.08
C -4.414 -0.535 1.277 -0.24
C -3.041 -0.568 1.195 0.09
N -2.372 -0.061 0.134 -0.56
H -4.984 1.017 -1.684 0.27
H -6.218 0.107 0.294 0.26
H -4.904 -0.939 2.151 0.26
H -2.435 -0.962 1.994 0.25
F -0.576 5.157 1.456 -0.28
C -0.637 3.835 1.460 0.97
F -0.029 3.370 2.552 -0.30
F -1.909 3.449 1.513 -0.30
C 0.041 3.246 0.171 0.01
O -0.299 1.891 0.127 -0.65
C 1.581 3.512 0.194 0.98
F 2.151 2.985 1.277 -0.31
F 1.858 4.797 0.180 -0.27
F 2.153 2.945 -0.888 -0.32
C -0.577 3.903 -1.112 0.98
F -1.906 3.819 -1.070 -0.30
F -0.158 3.222 -2.190 -0.32
F -0.227 5.167 -1.248 -0.28
C -1.669 -4.124 -3.320 -0.43
C -2.064 -2.669 -3.201 -0.21
N -1.285 -2.055 -2.108 -0.58
C -0.792 -2.713 -1.056 0.68
N -0.137 -1.978 -0.079 -0.62
C 0.513 -2.732 1.031 -0.22
C 0.904 -4.121 0.609 -0.43
C -0.329 -4.826 0.112 -0.21
N -0.958 -4.020 -0.960 -0.36
C -1.784 -4.756 -1.950 -0.21
H -0.642 -4.206 -3.681 0.23
H -2.319 -4.640 -4.025 0.26
H -3.127 -2.573 -2.983 0.21
H -1.856 -2.112 -4.110 0.24
H -0.908 -1.142 -2.293 0.41
H -0.184 -2.781 1.869 0.21
H 1.377 -2.174 1.360 0.22
H 1.335 -4.655 1.453 0.26
H 1.653 -4.078 -0.186 0.23
H -1.044 -5.008 0.915 0.22
H -0.076 -5.785 -0.329 0.24
H -2.820 -4.767 -1.608 0.22
H -1.431 -5.783 -1.961 0.24
```

Properties
Spin multiplicity   2
Orbital gap (alpha / beta)   6.93 / 6.74 eV
Charge   +2
Relative energy (zero: lowest compared OMol25 entry of this formula, charge and spin)   0.0 kJ/mol

No. 2
# C5H5NO2

A single C5H5NO2 molecule at a distorted geometry (ωB97M-V/def2-TZVPD, the OMol25 dataset).

```
13
Properties=species:S:1:pos:R:3:nbo_charge:R:1
C -0.196 -2.046 0.908 -0.65
C -1.084 -0.836 0.453 0.56
O -2.241 -0.802 0.559 -0.47
C -0.333 0.286 -0.213 0.36
N 0.423 0.196 -1.316 -0.44
C 0.942 1.442 -1.480 -0.11
C 0.547 2.243 -0.352 0.05
O -0.211 1.475 0.462 -0.38
H -0.870 -2.915 1.436 0.22
H 0.445 -1.710 1.562 0.21
H 0.267 -2.361 0.165 0.21
H 1.582 1.834 -2.302 0.23
H 0.729 3.192 0.118 0.22
```

Properties
Orbital gap   10.17 eV
SMILES   CC(=O)c1ncco1
Relative energy (zero: lowest compared OMol25 entry of this formula, charge and spin)   261.1 kJ/mol

No. 3
# C11H15ClN2O4S

A single C11H15ClN2O4S molecule at a distorted geometry (ωB97M-V/def2-TZVPD, the OMol25 dataset).

```
34
Properties=species:S:1:pos:R:3:nbo_charge:R:1
C -2.549 -0.158 2.590 -0.41
N -1.757 0.347 1.433 -0.68
C -2.250 0.120 0.160 0.90
O -3.298 -0.512 0.093 -0.63
O -1.528 0.529 -0.912 -0.49
C -2.121 0.359 -2.211 -0.09
C -3.169 1.421 -2.518 -0.39
Cl -3.787 1.269 -4.204 -0.06
S -0.120 0.894 1.608 2.35
O 0.192 1.088 3.013 -0.91
O 0.071 2.103 0.796 -0.87
N 0.804 -0.508 1.010 -0.68
C 0.769 -1.711 1.869 -0.41
C 1.903 -0.319 0.206 0.23
C 2.852 0.724 0.438 -0.25
C 3.971 0.836 -0.320 -0.21
C 4.212 -0.083 -1.350 -0.22
C 3.241 -1.071 -1.682 -0.20
C 2.102 -1.234 -0.843 -0.26
H -2.085 0.068 3.573 0.24
H -2.697 -1.222 2.489 0.21
H -3.534 0.297 2.598 0.23
H -1.358 0.457 -2.984 0.21
H -2.568 -0.647 -2.281 0.21
H -4.035 1.243 -1.856 0.23
H -2.787 2.433 -2.377 0.22
H 1.272 -2.557 1.380 0.23
H 1.241 -1.525 2.807 0.21
H -0.271 -2.048 2.088 0.21
H 2.646 1.426 1.229 0.23
H 4.718 1.628 -0.153 0.22
H 5.096 -0.011 -1.983 0.21
H 3.437 -1.649 -2.614 0.22
H 1.386 -1.987 -1.092 0.22
```

Properties
Orbital gap   9.41 eV
SMILES   CN(C(=O)OCCCl)S(=O)(=O)N(C)c1ccccc1
Relative energy (zero: lowest compared OMol25 entry of this formula, charge and spin)   38.2 kJ/mol

No. 4
# C73H59AsO3P2S2V

A molecular structure, C73H59AsO3P2S2V at a distorted geometry (ωB97M-V/def2-TZVPD, the OMol25 dataset).

```
141
Properties=species:S:1:pos:R:3:mulliken_charge:R:1
V 0.802 -0.478 -0.490 -0.01
O -0.135 -1.013 -3.163 -0.89
S 0.140 -1.941 -2.070 2.77
C 1.253 -3.171 -2.757 -0.67
C 1.232 -3.349 -4.121 -0.14
C 1.894 -4.415 -4.749 -1.53
C 2.561 -5.321 -3.964 0.54
C 3.299 -6.583 -4.286 -0.83
C 3.798 -7.122 -2.922 -0.96
C 3.280 -6.154 -1.905 0.34
C 3.352 -6.117 -0.534 -1.15
C 2.804 -5.014 0.136 0.19
C 2.140 -3.984 -0.514 -0.01
P 1.788 -2.463 0.437 2.02
C 3.552 -2.009 0.637 0.92
C 4.415 -2.374 1.663 -0.56
C 5.748 -1.996 1.601 -0.83
C 6.226 -1.274 0.520 -0.83
C 5.378 -0.946 -0.529 -0.60
C 4.046 -1.308 -0.469 -0.30
C 1.053 -3.178 1.943 0.41
C 1.422 -2.874 3.249 -0.34
C 0.777 -3.502 4.303 -1.00
C -0.258 -4.392 4.063 -0.94
C -0.670 -4.652 2.764 -0.72
C -0.013 -4.052 1.707 -0.58
C 1.980 -4.042 -1.918 -0.88
C 2.595 -5.123 -2.571 1.04
C -1.332 -3.000 -1.893 -0.02
C -1.342 -4.326 -2.259 0.36
C -2.511 -5.109 -2.272 -1.41
C -3.698 -4.523 -1.925 -0.10
C -5.105 -5.033 -1.882 -0.75
C -5.961 -3.821 -1.446 -0.85
C -4.981 -2.715 -1.217 0.47
C -5.143 -1.411 -0.826 -1.67
C -4.005 -0.600 -0.755 0.46
C -2.723 -1.042 -1.039 0.10
P -1.427 0.254 -0.884 1.23
C -1.952 1.207 -2.383 1.12
C -1.656 2.542 -2.629 0.71
C -1.887 3.118 -3.868 -0.80
C -2.384 2.354 -4.909 -1.05
C -2.665 1.014 -4.690 -1.02
C -2.465 0.448 -3.445 -1.04
C -1.915 0.512 0.890 1.21
C -1.407 -0.548 1.648 -0.35
C -1.663 -0.659 3.000 -0.42
C -2.481 0.276 3.616 -1.29
C -3.007 1.317 2.870 -0.75
C -2.716 1.451 1.518 0.28
C -2.530 -2.376 -1.462 -0.82
C -3.689 -3.175 -1.524 0.90
H 0.659 -2.641 -4.703 0.73
H 1.834 -4.521 -5.820 0.48
H 4.125 -6.387 -4.971 0.34
H 2.637 -7.300 -4.775 0.31
H 4.888 -7.164 -2.883 0.30
H 3.432 -8.130 -2.723 0.33
H 3.830 -6.898 0.037 0.52
H 2.908 -4.962 1.211 0.52
H 4.069 -2.960 2.502 0.45
H 6.418 -2.275 2.400 0.51
H 7.262 -0.980 0.482 0.43
H 5.755 -0.418 -1.393 0.54
H 3.370 -1.062 -1.294 -0.01
H 2.208 -2.157 3.443 0.20
H 1.087 -3.303 5.318 0.48
H -0.750 -4.881 4.889 0.42
H -1.490 -5.328 2.574 0.53
H -0.306 -4.262 0.682 0.29
H -0.433 -4.802 -2.589 0.55
H -2.455 -6.142 -2.580 0.56
H -5.187 -5.867 -1.183 0.28
H -5.412 -5.404 -2.859 0.30
H -6.543 -4.032 -0.549 0.34
H -6.667 -3.536 -2.227 0.30
H -6.110 -1.001 -0.580 0.50
H -4.139 0.435 -0.466 0.69
H -1.205 3.140 -1.854 -0.86
H -1.645 4.160 -4.019 0.52
H -2.532 2.791 -5.884 0.44
H -3.019 0.397 -5.504 0.50
H -2.686 -0.599 -3.316 0.44
H -0.824 -1.326 1.146 -0.38
H -1.229 -1.472 3.568 0.31
H -2.705 0.186 4.668 0.40
H -3.661 2.036 3.343 0.52
H -3.131 2.283 0.971 0.22
C 3.419 2.433 1.606 -0.97
S 2.880 0.698 1.698 0.56
O 1.922 0.572 0.547 -0.71
C 1.899 0.892 3.203 0.06
C 2.471 0.450 4.387 -0.57
C 1.793 0.634 5.579 -0.95
C 0.566 1.278 5.574 -0.97
C 0.016 1.730 4.387 -1.39
C 0.670 1.522 3.184 1.14
H 2.545 3.066 1.488 0.17
H 4.086 2.547 0.758 0.51
H 3.945 2.674 2.522 0.52
H 3.442 -0.022 4.365 0.56
H 2.229 0.294 6.506 0.50
H 0.036 1.437 6.500 0.53
H -0.926 2.252 4.394 0.66
H 0.229 1.837 2.247 0.17
O -0.126 2.511 0.054 0.11
As -0.375 4.145 0.115 2.02
C -2.204 4.750 0.495 0.96
C -3.319 4.239 -0.163 -1.10
C -4.582 4.737 0.111 -0.59
C -4.742 5.757 1.034 -0.82
C -3.633 6.296 1.663 -0.83
C -2.371 5.795 1.393 -0.68
C 0.740 4.913 1.513 -0.04
C 0.370 4.786 2.847 -0.23
C 1.157 5.343 3.841 -1.10
C 2.317 6.024 3.500 -0.82
C 2.695 6.144 2.171 -0.87
C 1.909 5.583 1.177 -0.41
C 0.118 5.131 -1.489 0.55
C 1.008 4.636 -2.432 -0.21
C 1.321 5.399 -3.546 -0.59
C 0.765 6.658 -3.709 -0.68
C -0.117 7.152 -2.761 -0.72
C -0.447 6.387 -1.656 -0.71
H -3.202 3.449 -0.898 0.37
H -5.444 4.330 -0.398 0.49
H -5.728 6.134 1.261 0.43
H -3.740 7.102 2.372 0.48
H -1.504 6.223 1.879 0.51
H -0.550 4.265 3.093 0.85
H 0.863 5.265 4.879 0.49
H 2.923 6.468 4.276 0.45
H 3.588 6.692 1.907 0.47
H 2.196 5.673 0.134 0.48
H 1.433 3.645 -2.293 0.23
H 1.995 5.009 -4.292 0.45
H 1.007 7.252 -4.578 0.41
H -0.557 8.129 -2.883 0.45
H -1.152 6.758 -0.920 0.42
```

Properties
Spin multiplicity   2
Orbital gap (alpha / beta)   7.59 / 7.43 eV
Charge   +2